159
Properties=species:S:1:pos:R:3 method="wB97M-V/def2-TZVPD" lumo_ev=-1.84 e_homo_ev=-8.94 homo_lumo_gap_ha=0.2610 de_lowest_ev=0.000
H -5.3813 5.2021 3.6324
O 0.6773 4.8325 4.2895
O 0.6093 3.9317 0.2874
C 4.7436 -2.3575 -0.3592
H 4.8571 -4.0912 9.0749
H 4.0126 0.6072 -1.9432
H 1.8405 4.2376 -4.1466
H 4.4589 4.9201 2.6454
H 0.8334 1.3501 0.8196
C -0.7636 -0.6412 1.3842
O 3.4057 -2.3692 8.5273
H 2.4322 -1.4508 6.3548
H -4.9299 -3.8781 -3.7833
C -4.7332 -2.9921 -3.1662
C -6.3178 1.8246 1.4366
H 0.2778 1.0698 -3.4524
H -2.1954 1.3058 -4.1314
O 4.3813 -4.5119 3.7519
H -1.3527 4.0638 -5.2442
H -1.3094 -6.1618 -2.9730
O -1.6325 5.6987 1.3249
C 4.5118 -4.7660 6.0770
O -2.1821 1.9643 4.1082
C 0.7625 0.3310 -2.8076
H -0.7542 3.5337 2.6477
H -1.5375 -0.7516 -1.7835
H -1.3756 0.7792 -7.1334
C -4.4841 -3.7517 -0.8566
C -6.6421 -2.8622 -1.5652
C 1.4308 -3.4535 -3.3088
C -2.4785 0.4057 -4.6784
H 2.7801 -2.8596 3.1282
O 4.4157 -2.2277 0.7910
H -2.7957 1.7756 4.8428
H -7.5559 1.0866 2.6857
H -5.9818 3.8943 1.2486
H 2.5649 5.6650 4.4726
O 1.2487 -5.5531 2.9860
C 4.1001 -4.0856 4.8470
C 0.2975 3.9770 -1.0063
C 4.2772 -4.1953 7.2655
H -1.6412 3.3538 -0.6684
O -4.5427 2.9491 4.8239
H -3.2428 0.6625 -5.4139
O -0.4295 3.8391 -5.0538
H 2.0371 4.5518 5.8310
C 1.1427 -4.4793 2.1492
H 0.7785 -0.8218 3.0341
C 0.5807 -0.4008 2.0528
O 0.0375 -3.9322 1.9991
O 3.5874 -4.4566 -0.7288
H 5.7042 -0.3734 -0.6611
H -0.0297 -1.7355 -5.6511
H -0.4082 1.6160 -5.8784
C 3.9284 4.1263 2.1117
H 2.5747 0.8497 -4.8495
C -3.6694 5.4463 2.4657
C 0.9184 1.0840 1.8650
H 0.2880 0.1876 -6.6149
H 1.5351 -0.9349 0.2347
H 4.5821 3.2518 1.9968
C -0.0787 5.7718 5.0099
C 5.4405 -1.3160 -1.1257
H -1.5416 0.0840 1.6298
C 3.0465 -2.3322 6.2207
H 6.6124 -0.6679 -3.9324
O -6.5170 -0.5457 1.5410
C 4.4311 -3.5554 -1.2435
H 2.0448 2.6820 4.2284
H -1.6510 -2.1815 -0.7720
H 1.5649 4.0677 0.4101
C -0.4976 -5.4474 -2.9552
N -1.2974 -0.1568 -5.2948
O -3.7036 1.2842 -1.7223
C -1.3029 3.6732 -2.8381
H -4.6436 -0.6231 -0.4954
H 1.4994 -2.1817 1.2510
H -6.7346 -2.5044 -0.5392
C 1.4141 4.3840 -1.9196
C 5.4820 -2.6167 -3.2578
C -0.9206 3.6317 -1.4268
H -0.3043 -4.2146 -0.0501
H 4.6354 -4.5653 -3.1446
H 2.2014 -2.6987 -3.4145
C -0.1364 3.9854 -3.7504
O 2.4832 0.7706 -0.6223
C -1.7949 3.8072 2.7365
C -4.4324 1.3748 -0.6011
C -5.7307 2.9029 0.8968
C -1.6281 -1.0850 -0.7548
C 3.1930 -2.9069 5.0204
H -3.5076 2.2169 -1.9680
H 0.3351 6.7819 5.0989
O 1.0344 -2.7332 -1.1503
N 2.2118 0.3616 -2.8393
C 4.8617 -3.7225 -2.5055
O 6.3510 -0.3956 -3.0381
O -7.2165 1.9508 2.3987
O 2.8105 -2.2683 3.9136
C -0.8866 -1.4094 -5.0417
C -0.1666 -4.6847 -1.8970
O 0.0533 -6.1979 -5.1299
C 3.5765 -2.9110 7.4534
O 2.4250 4.9175 -1.5575
H -3.4694 -3.9899 -1.2050
H -2.5907 -0.8197 -0.3109
N 1.6083 -1.1575 1.2397
C 1.1830 -4.2217 -4.3531
H -7.2637 -3.7503 -1.7028
H 3.6174 3.4599 4.5439
H -3.6481 -2.9118 -3.0786
O 2.6682 3.7883 2.6452
C -2.2838 5.0213 2.0686
H 0.4434 0.6814 -1.8266
H 3.4343 -4.2605 0.2264
H 5.1204 -5.6499 5.9622
H 2.1765 -5.7971 2.7952
O 5.7053 -2.7299 -4.4432
C 0.2079 -5.3717 -4.2804
C -4.9725 0.2921 -0.0168
C -0.6520 0.6519 -6.3266
C -5.9924 0.4093 1.0135
H -1.0636 -1.6734 1.5946
H 3.8693 -0.0822 -4.1060
O -1.3771 -2.1155 -4.1775
O -2.4229 3.4277 -3.1963
C -2.6130 3.0778 3.5019
O -0.6082 -0.4499 -0.0232
H 2.3124 -0.8366 -4.5552
C -4.7129 2.7653 -0.1243
H -5.1465 -2.1629 -3.7370
C -4.4388 4.7699 3.3215
C -3.9730 3.5414 3.9436
C 2.6536 3.5665 4.0313
H 1.8988 1.2796 2.3087
H -2.8944 -0.2436 -3.9128
H 3.7572 4.4600 1.0835
H -0.9925 5.9960 4.4476
C 5.7644 -1.4431 -2.4087
C 2.0194 4.7600 4.7564
H -3.3401 6.9962 1.3865
H 0.2920 1.7018 2.5083
C 2.7906 0.0496 -4.1367
H 1.3815 -4.4200 -6.2469
H 0.4473 -0.6847 -3.0359
O -4.0181 6.6303 1.9779
O -4.9020 -3.9888 0.2431
O -4.1502 3.6972 -0.6747
N -5.2455 -3.1535 -1.8175
O 1.9151 -4.1560 -5.4835
O 2.2027 -3.9924 1.6513
H -7.0937 -2.0790 -2.1745
C 2.9379 0.5505 -1.7360
O 4.8616 -4.7481 8.3581
H 2.5666 -0.8509 1.4226
C 1.1275 4.1593 -3.3360
H -0.4053 5.3536 5.9655
O -0.7080 -4.8407 -0.6920
C 0.7534 -3.5111 -2.0333

---

75
Properties=species:S:1:pos:R:3 method="wB97M-V/def2-TZVPD" lumo_ev=-12.58 e_homo_ev=-15.02 homo_lumo_gap_ha=0.0896 charge=+3
C 1.0949 -0.2336 1.1266
H -4.6015 1.1152 0.5149
C -4.6779 3.7924 0.9629
H -1.1457 3.2281 -4.8051
C 6.0018 -2.7651 3.9234
H 0.5337 -1.7016 -4.7176
Be 0.0483 2.1504 2.4526
C -1.7203 3.5120 -1.9131
H -4.4350 1.6980 2.1900
H -1.7378 2.4330 -2.0953
C -3.9195 1.5952 1.2224
H 1.0331 4.1579 -2.3541
N 4.3339 -1.4706 2.7388
H -3.3266 -1.1900 0.5316
H -1.9042 3.0192 0.4302
H -0.7459 4.9190 -0.6639
C 0.3836 -2.2152 -3.7637
H 4.7882 -3.6356 2.4595
H 1.5260 -1.4520 -1.6034
H 1.2850 -2.7477 -3.4425
H 3.5865 -4.3489 4.3640
C 1.6671 -3.9454 2.5197
O 2.2756 -3.0351 3.4641
H -1.3678 0.1803 2.8598
C -1.9693 3.7508 -4.3059
O 0.5005 -0.2888 2.3636
H -2.4239 -1.4827 1.9400
H -1.9427 0.6836 0.7412
C -0.5870 3.8710 -0.9150
H 1.2355 -4.8317 2.9816
C -0.2988 -4.1301 -5.0092
C 4.6636 -2.8468 3.2094
H -2.6338 3.8803 -1.4289
H -5.6252 3.3405 0.6608
H -1.1362 -4.1731 -5.7073
H 5.9450 -2.2444 4.8796
O 0.8532 0.8606 0.4933
H 3.9218 -1.4871 1.8016
H 0.9106 -3.4188 1.9508
C -1.0943 -0.2391 -3.0705
H 2.4961 -4.2576 1.8827
H -1.9655 -0.7209 -3.5179
H -2.7196 2.9575 -4.1970
C 3.5100 -3.2982 4.0717
C -0.1056 -1.2982 -2.6608
O -3.5550 2.9176 0.8966
H -1.5194 0.2540 -2.1864
C -2.7725 0.6459 1.4525
N 1.1554 -0.6489 -2.1137
H 6.7359 -2.3161 3.2428
H -4.0237 -0.9931 2.2373
H -4.8082 4.2229 1.9569
O -0.6291 -3.1795 -4.0029
H 0.5811 -3.8812 -5.6062
H 0.9145 2.5419 -1.8132
N -0.8793 3.0538 0.3041
H 0.9070 -0.0363 -1.3391
H 5.2334 -1.0086 2.6054
H -0.3972 -1.9110 -1.8006
O -1.5900 4.2842 -3.0538
C -3.1983 -0.8138 1.5474
H -4.5444 4.6086 0.2535
H -0.6260 0.5013 -3.7167
O 2.2182 -0.7768 1.0497
Be 2.2149 -0.7870 3.4508
Na 3.3059 1.3746 0.3686
H -0.6125 2.0939 0.0793
H 3.5675 -2.7576 5.0277
H -0.1858 -5.1046 -4.5326
H -2.3696 4.5338 -4.9400
C 0.7755 3.5791 -1.4708
H -2.5841 1.0225 3.5129
N -1.9645 0.9875 2.7005
H 1.5946 3.6069 -0.7499
H 6.5454 -3.7007 4.0746

---

57
Properties=species:S:1:pos:R:3 method="wB97M-V/def2-TZVPD" lumo_ev="-14.89 / -14.36" e_homo_ev="-20.79 / -20.83" spin_multiplicity=3 homo_lumo_gap_ha="0.2167 / 0.2379" charge=+4 s2=2.029
H 1.5200 -3.0295 4.1328
H -0.2149 0.4369 -3.7775
C -1.5751 -1.7311 4.6511
Mo -0.0982 0.4405 0.4227
C 1.7528 -3.0012 -2.7947
S -2.7854 0.5708 3.4558
C 0.9562 -0.7447 -2.4074
H 1.5628 -1.0415 2.6091
C 4.0427 2.7449 -0.6545
H -0.3918 3.3446 -1.1651
H -1.6037 -2.0758 0.8073
H 2.0293 -3.8245 -3.4444
C 2.8794 3.1012 -1.3694
N -1.8439 2.6451 1.9849
N -0.2500 1.3408 -1.8319
C 3.8782 2.2312 0.6872
H -3.7223 -0.0735 -3.0970
H -4.8498 -2.1143 -2.1316
H 1.2867 1.0999 -3.3383
H -2.1616 2.3083 -1.6900
C 1.9568 -3.0371 -1.4077
N 1.0408 -0.8955 -1.0459
C -3.2846 -2.2861 -0.6155
H -0.3802 -3.1575 5.7058
H 1.7313 -2.0873 0.4481
H 4.6561 1.9417 1.4033
C 0.3488 2.7071 -1.6745
C -1.5999 -0.7131 3.6745
H 1.2655 -1.6338 -4.3370
N 1.5541 1.9034 0.2253
C 1.3546 -1.7744 -3.2863
H -1.8311 1.4164 -3.1982
H 2.5398 -3.8328 -0.9746
C 2.5927 1.9071 1.1158
C -1.6337 1.4142 2.5079
N -0.4212 0.7915 2.3102
C -2.2401 -1.6217 0.0265
C 1.6395 2.6556 -0.9310
C -0.4469 -0.4800 2.9464
C -3.3840 -0.4863 -2.1441
C 0.4687 0.5451 -2.9235
H 5.0262 2.9707 -1.0300
H 2.3187 1.7435 2.1670
N -1.7986 -0.4278 -0.4252
C 0.6716 -2.3432 4.0564
H 0.4966 3.1252 -2.6743
H 2.9417 3.6015 -2.4248
H -2.7405 3.0887 2.2848
C -0.4520 -2.5167 4.8835
C -1.7133 1.3907 -2.1125
C 1.6404 -1.9721 -0.6126
H -2.4715 -1.8205 5.3235
H -1.0866 3.2914 2.0365
C 0.7087 -1.2758 3.1607
C -2.2916 0.1399 -1.5381
H -3.6089 -3.2542 -0.2901
C -3.9791 -1.6460 -1.6793

---

85
Properties=species:S:1:pos:R:3 method="wB97M-V/def2-TZVPD" lumo_ev=-1.83 e_homo_ev=-9.60 homo_lumo_gap_ha=0.2858 smiles="C#C[C@@H]1C(=O)O[C@H](C[C@@H](C)Br)[C@]1(N)CP(=O)(O)O.CCOP(=O)(OCC)OCC.CCOP(=O)(OCC)OCC"
H -0.4960 0.0900 1.4260
H 0.2661 -4.3161 7.0392
P 2.9983 -5.0758 6.0768
O 1.9589 -5.9138 4.9767
H 0.5213 2.7860 -3.8963
H 7.1906 -6.0623 6.9530
H -1.4489 0.7491 -9.4509
C 1.0804 -5.1163 4.1999
O -2.7906 -0.0615 4.0777
H -4.3008 4.5860 -4.6924
C -1.0145 1.5904 -8.9059
O -0.5016 1.0848 5.2706
C 0.6389 1.9767 2.2598
O 1.7976 3.7494 1.0107
H 1.3503 3.5641 3.8097
P -3.2679 2.8043 -8.0988
C -4.9102 0.7305 -8.0166
H 0.0956 0.5501 5.8996
C -3.2684 4.9948 -6.5419
H 1.4281 -6.3499 8.9954
H -4.7861 -0.9818 -9.3291
N 1.6874 1.2966 3.1127
H -1.6159 1.5968 1.9199
H 1.8552 0.3028 2.8422
O -0.1429 5.3828 1.2075
C 0.6815 2.2592 -0.5718
H 2.3158 1.5130 0.9000
H -0.0126 1.2901 -0.5984
C 1.4690 2.3211 0.8640
H 5.7006 -4.7010 5.5132
Br 3.5885 2.5031 -1.5576
H 1.0703 -3.3834 2.9124
C -4.1296 -0.2145 -8.9075
H -5.6281 1.3141 -8.5998
H 0.6297 4.2210 -2.5852
H -0.5048 -4.9514 8.4989
O -0.2520 -1.2483 3.9812
H 0.6989 -5.7515 3.3943
C 5.5428 -5.7825 5.5786
H 2.0437 -3.1836 4.3755
H -2.4793 5.5374 -6.0126
O -4.0468 1.5859 -7.2902
C 6.1447 -6.3665 6.8452
O -4.5554 3.6177 -8.3786
C -4.5235 4.9858 -5.6862
H -0.0722 2.5236 -10.6094
H -5.3065 4.3470 -6.1093
O 4.1658 -6.1043 5.4871
H -3.3227 -0.7013 -8.3538
C -0.6468 0.9616 2.1963
H -2.9016 4.7365 5.1476
C -2.1557 4.1887 4.3937
C 0.4844 3.4402 3.0179
H -3.0323 -0.2652 5.0287
H 0.2245 -4.8205 4.8112
P -1.0335 0.1291 3.9149
H -1.7348 3.0571 -10.3286
C 1.7518 -3.8965 3.5975
C 0.6029 4.3735 1.6710
C 0.1869 -5.1951 7.6867
H 6.0994 -7.4593 6.8165
C 1.6456 2.1751 -1.8943
C -0.8012 2.7726 -9.8325
H 1.5464 1.0835 -2.3264
H 6.0410 -6.2239 4.7102
H -4.9233 5.9986 -5.5744
H -3.6768 0.3330 -9.7401
O 2.3833 -6.1029 7.2222
H -5.4786 0.1480 -7.2840
O 3.9286 -4.3258 7.0615
C 1.5486 -5.5714 8.2349
H -0.4478 3.6464 -9.2772
H 2.0267 -4.7136 8.7163
O -2.8035 3.6738 -6.7583
H -0.2359 -6.0080 7.0908
C 1.1770 3.2799 -3.0563
H 2.6596 -4.1771 3.0555
H -0.0465 1.2591 -8.5168
O -1.8295 1.8955 -7.7861
C -0.9727 3.8491 3.6701
H -3.4254 5.5183 -7.4906
H 5.5977 -6.0568 7.7425
H 2.5901 1.8474 3.1387
H -0.0644 3.1697 -0.7556
H 2.1731 3.6908 -3.5386

---

100
Properties=species:S:1:pos:R:3 method="wB97M-V/def2-TZVPD" lumo_ev="4.07 / 2.32" e_homo_ev="-3.07 / -3.08" spin_multiplicity=2 homo_lumo_gap_ha="0.2624 / 0.1983" charge=-2 s2=0.783
C 0.9771 1.7856 4.3018
C 1.8426 5.6108 -2.7643
C 0.5936 -5.5700 -2.0854
C 2.8004 -3.8804 1.1725
H 1.2721 0.9044 4.8799
F 2.1706 -1.5377 -0.9465
O -2.9966 -4.2670 1.4961
C -2.8524 5.3223 0.3983
H -2.1769 -1.8072 -2.0457
C -0.7215 -5.1966 -2.3578
H -1.1699 -5.5056 -3.2924
H -2.1341 -2.7248 -3.5334
H -3.9319 5.2284 0.2527
N 1.3391 -0.3899 -3.8009
C 0.6158 -4.3187 -0.0359
C -4.6846 -0.8771 3.1450
C -2.7016 -2.5744 -2.6131
H -0.1045 2.8397 -2.3999
N -0.8916 1.6399 1.6918
C 1.1195 2.9271 2.0890
C 0.7535 3.4940 -2.3377
H -3.3021 -3.6722 -0.8747
C -1.8688 1.5517 2.5610
O -2.2756 2.4119 3.3812
F 3.3295 -2.1420 -4.6612
C -2.9514 -1.9309 1.9045
H 2.2686 -5.4450 -0.7617
C -0.7665 3.9729 0.9561
H -0.3462 -4.5853 2.4852
C -2.2294 3.9344 0.5413
H 3.1709 -3.4123 0.2616
H 3.4697 0.8329 3.5814
H -0.1092 1.8125 4.2244
H -5.6564 -0.8916 3.6261
F 3.1736 -3.5255 -2.2894
O 1.6497 1.2643 -5.4709
Tl -0.0406 -0.3135 -0.3490
C -0.7444 -3.9286 -0.3043
H -2.6787 5.9301 1.2885
C 1.2775 -3.8304 1.2282
C 3.1637 1.7591 3.0880
H -2.7568 3.4349 1.3535
C -2.4646 3.1332 -0.7413
C 0.0222 5.0958 0.7319
C -1.4153 -4.3885 -1.4942
F 1.3276 -3.3954 -4.1422
H 1.0426 -5.6717 2.3494
C -3.9030 0.2599 3.1697
H 3.2030 -0.3546 -0.3909
H 1.3419 0.8521 2.4189
S 4.3517 2.9897 -0.9442
H -3.7020 -2.2094 -2.8611
H 1.7993 6.6168 -3.1633
N 2.0596 1.7763 -1.1640
H 2.8993 4.1175 2.1974
F 0.4324 -2.2736 -2.2651
H 4.7146 0.3628 -0.1645
H 3.2118 -3.3497 2.0344
H 1.1520 -4.2203 3.3590
Sb 2.2387 -2.0541 -3.0573
H -3.2652 -5.0770 -3.5815
H 1.9502 6.0162 0.9441
C 1.3409 5.1450 1.1566
C -2.4298 -3.1936 1.2647
H -4.1980 1.1719 3.6670
C 0.7422 -4.6227 2.4290
N 3.7170 0.4951 -0.1080
C -2.7984 -3.8814 -1.8189
C 1.6475 1.7753 2.9219
C 1.9139 3.0265 -1.7326
C -2.6664 0.2525 2.5246
C -0.1988 2.8586 1.6030
C 1.2391 -5.1611 -0.9196
H -4.6686 -4.5492 -2.6601
H -3.5351 2.9779 -0.9069
C 3.0189 5.1484 -2.1935
C -4.2021 -2.0017 2.5023
C 3.0440 3.8572 -1.6918
H -4.7444 -2.9353 2.4627
H -2.0618 3.6659 -1.6048
H -0.3921 5.9476 0.2058
C 0.7238 4.7808 -2.8434
H 3.8961 5.7817 -2.1421
N -2.1979 -0.8324 1.9003
H -0.1822 5.1486 -3.3104
F 3.7385 -0.8953 -2.6255
H -3.6587 -5.8674 -2.0457
H 1.1411 -6.1505 -2.8159
H 3.1660 -4.9113 1.2194
C 3.2671 1.6083 -0.7320
C 1.5362 0.4219 -4.6518
H -1.9861 2.1537 -0.6805
H 1.2925 2.6764 4.8546
C -3.6418 -4.9102 -2.5699
N -1.3228 -3.0797 0.5309
H 0.9709 -2.7904 1.3621
H 3.5001 2.5895 3.7172
C 1.8740 4.0692 1.8509
H 3.6748 1.8143 2.1281
H -2.4526 5.8598 -0.4667